The following is a DFT calculation (ωB97M-V with the def2-TZVPD basis set) of 18 unconnected molecules or ions with the total composition C18H72N36O18 in a non-equilibrium geometry.

Output
2S+1: 1
Total charge: 0
Lowest unoccupied orbital energy (Eh): 0.009
Energy above the lowest of the compared OMol25 structures with the same formula, charge and spin (eV): 1.020

Positions of all 144 atoms, in Å:
C1 1.887 -2.064 2.828
O1 -4.600 0.905 1.226
H1 0.408 -2.779 -0.219
H2 0.737 2.689 6.341
H3 3.429 -3.074 1.990
H4 -4.447 -3.979 -1.161
N1 -4.031 2.773 0.009
O2 0.735 -1.792 2.603
H5 -3.310 2.281 -0.498
H6 1.212 -1.688 -6.479
H7 0.723 4.303 7.943
N2 -0.982 4.313 -0.193
C2 0.192 1.414 -4.094
N3 -5.241 -2.096 -0.036
H8 -1.818 -0.598 -8.067
H9 6.145 0.718 0.944
H10 -5.222 7.778 -0.679
N4 5.635 -0.099 0.817
N5 7.115 -1.087 2.293
H11 0.191 1.866 2.744
H12 1.948 5.631 7.690
N6 -4.926 -1.577 3.228
N7 0.297 -0.073 0.356
H13 -4.617 -1.837 -0.842
H14 2.257 2.234 5.495
O3 0.178 5.552 1.382
H15 -3.172 5.274 1.806
N8 2.438 -0.413 -2.815
H16 0.402 2.145 -2.235
H17 1.922 0.371 -3.084
N9 2.676 -1.105 3.291
N10 -2.015 -0.151 0.833
C3 -0.565 4.650 1.086
H18 0.437 -0.775 1.070
H19 1.474 -5.065 -5.489
N11 -5.607 2.856 1.809
C4 2.691 2.669 2.905
O4 3.010 1.842 3.720
H20 2.307 4.595 2.284
O5 2.859 -4.545 -1.319
H21 -0.260 0.241 3.030
H22 1.289 3.003 -3.479
H23 -0.948 3.322 -0.343
H24 -4.731 -0.721 2.648
N12 -1.782 -1.506 -7.701
C5 -0.958 0.488 0.224
H25 -0.813 3.934 2.990
H26 -5.571 -1.390 0.504
H27 -2.243 0.469 5.732
C6 -1.451 -3.654 -0.262
C7 4.127 1.785 -4.811
H28 1.789 -7.108 -2.748
H29 -5.789 -1.918 2.958
N13 2.286 2.208 1.678
N14 -4.300 -3.690 3.427
H30 1.617 -5.520 -3.239
N15 -1.174 3.946 2.068
H31 -4.136 3.788 -0.038
O6 2.782 0.470 -0.809
N16 0.323 -1.331 -6.815
O7 -1.098 2.739 4.786
N17 -0.225 -2.783 -3.939
H32 -5.759 3.826 1.711
H33 -5.331 -5.241 -0.341
N18 -1.708 -3.481 1.046
N19 0.880 2.146 -3.155
H34 2.446 -1.235 -3.404
H35 4.893 -0.037 0.154
N20 -0.945 0.912 -3.582
H36 1.927 -3.883 1.973
H37 -1.013 -3.149 1.714
H38 -0.245 -1.795 -3.720
O8 -2.716 -2.052 3.630
H39 5.706 1.041 -3.815
H40 2.514 2.796 0.893
O9 5.444 -2.289 1.222
N21 2.689 4.017 3.038
H41 -1.123 -3.197 -3.933
N22 -3.279 6.094 1.233
N23 -5.232 -4.302 -0.674
H42 -5.053 -3.957 2.773
N24 -0.344 1.222 3.271
H43 -1.969 -0.890 1.486
H44 -1.413 -0.439 4.645
H45 -3.559 7.822 -0.488
C8 2.063 4.150 6.370
H46 -5.972 2.414 2.610
N25 3.410 1.570 -5.953
N26 -0.112 -3.540 -0.574
H47 2.700 1.315 1.526
H48 2.950 -7.631 -0.808
N27 2.523 -3.167 2.422
N28 5.099 0.889 -4.583
H49 3.493 0.539 -6.080
N29 -4.446 7.460 -0.181
O10 -2.338 -3.833 -1.069
H50 1.038 0.449 -0.072
H51 -2.852 0.395 0.727
H52 -0.387 4.820 -0.913
N30 1.785 -6.162 -2.457
H53 3.682 -1.222 3.370
O11 -6.211 -3.672 1.282
H54 -1.534 0.541 -4.302
H55 3.493 -6.360 0.205
O12 0.610 1.160 -5.218
H56 2.746 4.375 4.021
H57 5.396 0.236 -5.275
H58 7.375 -0.155 2.592
H59 -1.671 3.124 1.901
N31 -1.515 0.501 5.073
N32 3.376 -1.681 -1.133
H60 2.262 -0.303 3.698
H61 2.489 1.911 -5.814
O13 2.904 4.771 5.754
H62 -2.379 -2.108 -8.236
N33 1.386 4.836 7.369
O14 -0.685 -3.411 -7.079
O15 -1.151 1.408 -0.565
N34 0.778 -4.717 -4.816
C9 -0.659 -2.158 -7.196
H63 -2.568 6.751 1.415
C10 -5.594 -3.383 0.255
O16 -5.417 5.540 0.623
C11 -3.855 -2.429 3.429
H64 -0.005 -3.506 -1.598
H65 3.188 -2.602 -1.427
H66 3.777 -1.609 -0.215
H67 7.393 -1.807 2.955
C12 2.525 -5.740 -1.471
N35 2.870 -6.671 -0.518
C13 2.839 -0.531 -1.514
O17 1.975 -2.845 -4.264
N36 1.755 2.854 6.187
H68 -2.679 -3.466 1.320
H69 -3.504 -4.324 3.328
H70 -0.110 -4.875 -5.299
C14 -4.778 2.103 1.014
O18 3.931 2.702 -4.033
C15 0.908 -3.421 -4.360
H71 -1.362 1.442 -2.851
H72 0.197 -0.333 -6.975
C16 -4.445 6.282 0.567
C17 -0.995 1.603 4.355
C18 6.013 -1.243 1.458


The following is a DFT calculation (ωB97M-V with the def2-TZVPD basis set) of a molecular structure, C24H26AsO3RuS6 in a non-equilibrium geometry.

Output
2S+1: 2
⟨S²⟩: 0.770
Total charge: 0
Lowest unoccupied orbital energy (alpha / beta) (Eh): -0.038 / -0.044
Energy above the lowest of the compared OMol25 structures with the same formula, charge and spin (eV): 1.288

Positions of all 61 atoms, in Å:
H1 -0.342 -3.291 -4.260
H2 2.248 0.473 -3.155
As1 -0.398 0.915 1.168
C1 -0.265 1.431 3.002
H3 -1.929 1.273 5.929
H4 -2.643 0.356 -0.682
H5 3.990 -2.629 -0.472
H6 0.349 0.136 -4.982
C2 3.602 -2.662 -1.492
C3 -3.680 -2.470 0.864
C4 -1.576 3.693 -1.596
H7 -1.369 3.851 -2.647
H8 1.349 -4.575 -2.904
H9 -2.292 3.120 2.155
O1 1.750 -0.478 3.075
C5 2.295 -0.083 -4.090
H10 -4.429 -3.247 0.778
C6 -1.003 2.595 -0.938
C7 -1.799 -1.510 2.023
C8 -0.053 -2.978 -3.255
H11 2.068 -3.139 -3.659
O2 1.089 -1.637 1.030
C9 -2.386 4.567 -0.900
H12 -2.108 0.495 3.601
H13 -2.809 5.421 -1.414
C10 -1.156 1.535 5.218
H14 -0.001 2.645 6.641
C11 1.348 -3.484 -2.923
S1 2.676 0.489 0.483
C12 -0.077 2.309 5.614
C13 -2.654 4.363 0.456
C14 -2.756 -2.507 1.903
H15 -4.348 -1.411 -0.882
S2 2.234 -1.053 1.839
O3 3.363 -1.940 1.947
C15 -2.678 -0.442 0.050
C16 -1.275 2.396 0.394
H16 3.561 -0.533 -1.745
H17 5.103 -1.272 -2.113
H18 2.592 0.624 -4.865
C17 4.024 -1.393 -2.219
C18 -1.257 1.086 3.903
H19 -2.769 -3.324 2.614
H20 -1.053 -1.568 2.806
S3 -0.008 1.513 -1.892
H21 1.600 2.455 2.678
S4 1.807 -2.895 -1.298
S5 3.660 -1.280 -3.996
C19 -2.090 3.283 1.104
C20 -3.636 -1.442 -0.066
H22 -0.801 -3.359 -2.556
H23 3.994 -3.558 -1.977
C21 0.909 2.654 4.695
C22 0.819 2.212 3.387
S6 -0.218 -1.195 -3.153
H24 1.752 3.259 5.001
C23 -1.779 -0.459 1.110
H25 -3.296 5.045 0.997
H26 1.022 -1.484 -5.159
Ru1 0.814 -0.253 -0.700
C24 0.914 -0.644 -4.472


The following is a DFT calculation (ωB97M-V with the def2-TZVPD basis set) of a molecular structure, C15H21N6O4PRuS.

Output
2S+1: 5
⟨S²⟩: 6.024
Total charge: +2
Lowest unoccupied orbital energy (alpha / beta) (Eh): -0.222 / -0.310
Energy above the lowest of the compared OMol25 structures with the same formula, charge and spin (eV): 1.681

Positions of all 49 atoms, in Å:
N1 -0.137 -0.974 -2.983
C1 0.479 2.715 1.220
N2 -3.356 -1.064 0.620
H1 -0.532 -1.136 -5.018
C2 1.335 -2.164 2.414
O1 2.614 -0.141 1.214
H2 -0.198 4.753 0.646
N3 -1.024 3.042 -0.344
C3 -4.567 -0.894 -0.190
H3 -4.802 0.162 -0.294
H4 -1.028 0.402 -4.304
O2 3.389 2.165 1.097
H5 2.364 -2.237 -1.347
H6 -2.934 3.306 -1.190
H7 -4.150 -2.245 2.224
H8 -1.559 -2.112 3.106
C4 -1.928 3.709 -1.284
H9 -4.429 -1.343 -1.170
H10 1.233 2.819 1.978
H11 2.910 -1.398 3.565
C5 -3.288 -1.762 1.797
H12 -1.977 -1.075 -4.002
H13 -1.949 4.767 -1.045
C6 -0.331 -0.563 -1.712
C7 -2.136 -0.575 0.343
H14 2.346 -3.033 4.066
P1 -1.735 0.436 -1.136
H15 5.121 -0.729 0.116
C8 -2.000 -1.688 2.221
N4 0.105 1.498 0.715
H16 -5.388 -1.392 0.315
H17 1.373 -2.167 -3.916
H18 5.755 0.938 0.039
H19 -1.571 3.582 -2.303
C9 2.048 -2.047 3.714
C10 5.089 0.258 0.569
C11 -0.216 3.680 0.559
N5 0.641 -1.032 -0.937
O3 1.015 -3.081 1.750
S1 3.482 0.931 0.385
C12 1.479 -1.759 -1.728
Ru1 0.740 -0.461 1.215
O4 3.061 0.854 -0.978
C13 1.002 -1.729 -3.006
H20 5.342 0.239 1.626
H21 1.389 -1.561 4.435
C14 -0.811 1.719 -0.233
C15 -0.977 -0.672 -4.143
N6 -1.289 -0.940 1.314


The following is a DFT calculation (ωB97M-V with the def2-TZVPD basis set) of a molecular structure, C17H29S3SbTl.

Output
2S+1: 2
⟨S²⟩: 0.759
Total charge: 0
Lowest unoccupied orbital energy (alpha / beta) (Eh): -0.030 / -0.101
Energy above the lowest of the compared OMol25 structures with the same formula, charge and spin (eV): 0.428

Positions of all 51 atoms, in Å:
Tl1 -0.479 -0.726 -2.099
H1 -0.257 -1.544 1.993
H2 3.116 -0.008 1.758
H3 3.605 0.217 0.078
H4 -1.796 0.378 3.654
C1 -3.812 0.632 0.849
H5 1.479 -2.681 -1.206
C2 -1.033 0.922 -0.027
C3 -2.704 0.019 1.707
S1 0.128 -1.792 -4.442
C4 1.778 2.581 -0.030
H6 -3.025 -2.045 1.099
C5 1.150 1.747 -1.163
H7 1.825 -2.088 2.441
C6 0.796 -0.519 0.394
H8 1.001 2.963 0.635
H9 -4.073 -1.501 2.417
H10 2.711 2.183 -2.572
H11 2.473 -1.327 -1.772
H12 -0.447 3.244 -1.300
H13 1.814 0.724 -2.972
H14 -3.844 0.162 -0.137
H15 4.165 -1.189 0.968
S2 -2.481 0.211 -3.804
H16 -0.399 2.125 -2.672
H17 1.121 -3.141 1.197
Sb1 -2.227 -2.134 -4.431
C7 0.342 0.614 -0.495
H18 -1.643 1.713 -0.433
H19 -2.333 1.845 2.825
C8 -0.247 -0.776 1.237
H20 -3.667 1.706 0.714
S3 -2.165 -2.699 -2.103
C9 2.324 -2.033 -0.956
C10 -2.581 0.800 3.023
H21 2.317 3.432 -0.453
H22 -3.523 0.768 3.577
C11 2.237 1.298 -2.142
C12 -3.062 -1.441 2.009
H23 2.871 -3.075 1.420
C13 0.214 2.675 -1.953
H24 2.474 1.995 0.565
H25 -4.782 0.485 1.328
H26 0.815 3.391 -2.514
C14 1.957 -2.480 1.431
H27 -2.382 -1.880 2.741
C15 2.085 -1.349 0.400
C16 -1.378 0.087 0.983
H28 3.211 -2.668 -0.903
C17 3.312 -0.524 0.816
H29 3.018 0.705 -1.679